C2H5NS as an isolated structure. Source: the Open Molecules 2025 dataset; level of theory: ωB97M-V/def2-TZVPD.

XYZ file:
```
9
Properties=species:S:1:pos:R:3:mulliken_charge:R:1
C 0.69 -0.78 -0.07 -0.8432
C -1.21 0.87 -0.10 -0.0807
H 1.88 -0.57 -0.62 0.2702
H 0.31 -1.61 -0.69 0.3643
H 0.89 -0.97 1.26 0.2412
H 1.03 1.06 0.48 0.3577
H -1.47 1.87 0.08 0.3624
N 0.10 0.58 -0.26 -0.3460
S -2.22 -0.44 -0.08 -0.3259
```

Calculated values
HOMO level: -8.5 eV
HOMO-LUMO gap: 8.7 eV
ΔE to the lowest compared entry with this formula, charge and spin: 3.4588 eV